{
  "formula": "C12H17BN6OSr",
  "method": "ωB97M-V with the def2-TZVPD basis set",
  "elements": ["C", "N", "N", "C", "C", "B", "N", "N", "C", "C", "C", "Sr", "N", "N", "C", "C", "C", "H", "H", "H", "H", "H", "H", "H", "H", "H", "H", "H", "C", "H", "H", "H", "C", "C", "O", "H", "H", "H"],
  "coordinates": [[-1.05, 1.56, -2.30], [-0.59, 1.09, -1.11], [0.66, 1.68, -0.89], [0.91, 2.56, -1.89], [-0.16, 2.52, -2.79], [1.55, 1.51, 0.38], [0.64, 1.24, 1.61], [-0.58, 0.59, 1.52], [-1.18, 0.68, 2.73], [-0.35, 1.42, 3.59], [0.77, 1.77, 2.85], [-2.47, 0.24, 0.03], [2.73, 0.48, 0.20], [2.41, -0.86, 0.03], [3.57, -1.52, -0.11], [4.67, -0.62, -0.03], [4.08, 0.64, 0.17], [3.62, -2.59, -0.28], [4.55, 1.62, 0.30], [5.71, -0.86, -0.11], [2.12, 2.55, 0.57], [1.64, 2.37, 3.11], [1.81, 3.15, -1.87], [-0.57, 1.66, 4.62], [-0.28, 3.10, -3.67], [-2.16, 0.23, 2.91], [-1.98, 1.17, -2.74], [-1.64, -1.81, 0.82], [-2.66, -1.99, 1.20], [-2.64, -1.88, 2.29], [-3.53, -1.41, 0.77], [-2.92, -3.04, 1.00], [-3.10, -3.20, -2.04], [-2.19, -2.06, -2.12], [-1.34, -1.58, -2.77], [-4.08, -2.79, -1.74], [-2.74, -3.87, -1.24], [-3.20, -3.76, -3.00]],
  "fmax_ha_per_bohr": 0.077,
  "total_charge": 2,
  "homo_lumo_gap_ev": [8.316, 4.189]
}

{
  "formula": "C12H36O12",
  "method": "ωB97M-V with the def2-TZVPD basis set",
  "elements": ["O", "C", "C", "O", "H", "H", "H", "H", "H", "H", "O", "C", "C", "O", "H", "H", "H", "H", "H", "H", "O", "C", "C", "O", "H", "H", "H", "H", "H", "H", "O", "C", "C", "O", "H", "H", "H", "H", "H", "H", "O", "C", "C", "O", "H", "H", "H", "H", "H", "H", "O", "C", "C", "O", "H", "H", "H", "H", "H", "H"],
  "coordinates": [[7.91, -23.82, 11.45], [7.58, -23.76, 10.08], [6.47, -22.77, 9.82], [5.27, -23.19, 10.46], [7.39, -24.50, 11.88], [8.46, -23.50, 9.50], [7.23, -24.74, 9.71], [6.26, -22.63, 8.76], [6.79, -21.80, 10.23], [5.26, -22.85, 11.36], [15.32, -21.31, 2.60], [14.19, -21.49, 3.43], [14.55, -22.33, 4.63], [13.45, -22.32, 5.53], [15.82, -20.54, 2.89], [13.74, -20.55, 3.75], [13.45, -22.03, 2.84], [15.48, -21.98, 5.09], [14.76, -23.35, 4.28], [13.73, -22.58, 6.41], [12.17, -24.10, 1.14], [10.82, -23.99, 1.61], [9.86, -24.39, 0.54], [9.96, -23.58, -0.61], [12.40, -23.30, 0.66], [10.78, -24.70, 2.43], [10.63, -22.97, 1.96], [8.84, -24.40, 0.92], [10.09, -25.44, 0.29], [10.63, -23.95, -1.19], [10.84, -22.78, 4.69], [9.95, -22.78, 5.77], [8.55, -22.97, 5.20], [7.60, -23.19, 6.25], [11.71, -22.45, 4.97], [10.14, -23.63, 6.44], [9.98, -21.85, 6.35], [8.56, -23.85, 4.55], [8.21, -22.12, 4.62], [7.76, -24.08, 6.60], [5.12, -22.03, 6.27], [4.06, -22.97, 6.17], [3.95, -23.54, 4.77], [3.23, -22.68, 3.89], [5.96, -22.52, 6.27], [4.22, -23.79, 6.88], [3.14, -22.44, 6.42], [3.44, -24.50, 4.75], [4.96, -23.69, 4.38], [3.81, -21.95, 3.64], [8.06, -25.84, 7.01], [9.20, -26.19, 7.80], [10.32, -26.89, 7.10], [10.11, -28.29, 6.91], [7.62, -26.60, 6.61], [9.55, -25.22, 8.16], [8.89, -26.72, 8.70], [11.21, -26.78, 7.72], [10.54, -26.41, 6.14], [9.26, -28.43, 6.50]],
  "fmax_ha_per_bohr": 0.020,
  "total_charge": 0,
  "homo_lumo_gap_ev": 9.446,
  "e_above_lowest_kcal_mol": 10.7
}

{
  "formula": "C7H11NO3",
  "method": "ωB97M-V with the def2-TZVPD basis set",
  "elements": ["C", "O", "C", "O", "C", "N", "H", "H", "H", "C", "C", "C", "C", "O", "H", "H", "H", "H", "H", "H", "H", "H"],
  "coordinates": [[4.70, -0.47, 0.01], [3.33, -0.90, -0.08], [2.45, 0.07, 0.06], [2.67, 1.24, 0.25], [1.07, -0.47, -0.04], [-0.01, -0.86, -0.12], [4.91, 0.26, -0.78], [4.89, -0.03, 0.99], [5.30, -1.38, -0.14], [-4.45, -1.49, 0.17], [-3.60, -0.26, 0.01], [-2.30, -0.25, -0.09], [-1.45, 0.99, -0.25], [-2.17, 2.19, -0.05], [-5.18, -1.59, -0.65], [-3.83, -2.40, 0.19], [-5.04, -1.45, 1.11], [-4.14, 0.70, -0.03], [-1.77, -1.19, -0.08], [-1.06, 1.04, -1.26], [-0.59, 0.93, 0.42], [-2.52, 2.17, 0.85]],
  "fmax_ha_per_bohr": 0.085,
  "total_charge": 0,
  "homo_lumo_gap_ev": 8.806,
  "e_above_lowest_kcal_mol": 87.1
}